No. 1
ORCA calculation (wB97M-V/def2-TZVPD) on 10 unconnected molecules or ions with the total composition C30H62Br8N2O14 in a non-equilibrium geometry.

Values from the calculation:
Energy relative to the best compared isomer or geometry (same formula, charge and spin) = 0.0 kcal/mol
SMILES = CCOC(=O)OC.CCOC(=O)OC.CCOC(=O)OC.CCOC(=O)OC.CN(C)C=O.CN(C)C=O.BrCCBr.BrCCBr.BrCCBr.BrCCBr

Geometry as ORCA input:
```
! RIJCOSX wB97M-V def2-TZVPD def2/J DEFGRID3
* xyz 0 1
C -3.577 -1.381 -5.380
C -3.644 -2.627 -6.334
O -3.731 -2.131 -7.677
C -4.910 -2.043 -8.309
O -5.951 -2.512 -7.864
O -4.727 -1.442 -9.473
C -5.804 -1.606 -10.393
H -2.554 -1.026 -5.258
H -3.787 -1.618 -4.338
H -4.225 -0.559 -5.684
H -4.504 -3.274 -6.158
H -2.727 -3.204 -6.216
H -6.471 -0.763 -10.208
H -6.278 -2.581 -10.284
H -5.489 -1.535 -11.434
C 4.569 0.258 5.663
C 4.643 0.311 7.233
O 4.491 1.735 7.626
C 4.094 2.003 8.907
O 3.704 1.155 9.689
O 4.107 3.300 8.997
C 3.353 3.849 10.047
H 5.129 1.004 5.099
H 3.515 0.416 5.437
H 4.812 -0.750 5.327
H 5.674 0.066 7.491
H 3.857 -0.316 7.652
H 3.162 4.911 9.895
H 3.815 3.645 11.013
H 2.375 3.367 10.027
C -0.801 4.320 6.162
C -2.065 5.032 5.556
O -3.148 4.165 5.518
C -4.355 4.554 4.966
O -4.673 5.537 4.325
O -5.244 3.610 5.340
C -6.549 3.408 4.772
H -0.949 4.050 7.208
H 0.008 5.010 5.925
H -0.499 3.383 5.693
H -1.907 5.536 4.602
H -2.298 5.791 6.302
H -7.253 2.768 5.304
H -6.435 2.856 3.839
H -6.928 4.429 4.732
C -8.896 -2.733 0.598
C -7.675 -2.708 -0.246
O -7.501 -1.507 -1.010
C -6.901 -0.457 -0.580
O -6.570 -0.294 0.552
O -6.783 0.492 -1.539
C -6.030 1.684 -1.213
H -9.555 -2.038 0.077
H -8.908 -2.460 1.653
H -9.384 -3.703 0.501
H -7.806 -3.495 -0.989
H -6.804 -2.959 0.360
H -6.434 2.186 -0.334
H -5.992 2.495 -1.942
H -4.997 1.460 -0.945
C 4.317 -3.973 -5.198
N 4.736 -5.239 -5.751
C 4.064 -5.740 -6.949
C 5.782 -5.873 -5.221
O 6.261 -6.938 -5.683
H 4.093 -3.211 -5.944
H 5.213 -3.647 -4.669
H 3.473 -4.036 -4.510
H 2.978 -5.710 -6.854
H 4.430 -5.286 -7.870
H 4.187 -6.823 -6.926
H 6.162 -5.376 -4.315
C 3.460 -5.557 1.392
N 3.109 -6.604 0.413
C 4.135 -7.525 0.087
C 2.095 -6.542 -0.469
O 1.760 -7.375 -1.355
H 4.072 -5.971 2.193
H 2.490 -5.237 1.773
H 4.025 -4.737 0.948
H 4.762 -7.754 0.949
H 3.713 -8.340 -0.500
H 4.826 -7.127 -0.655
H 1.346 -5.751 -0.308
Br 6.568 9.333 -1.886
C 5.075 8.904 -3.149
C 3.724 9.272 -2.486
Br 2.306 9.381 -3.795
H 5.141 7.877 -3.506
H 5.270 9.541 -4.012
H 3.816 10.244 -2.002
H 3.289 8.696 -1.670
Br 7.295 4.164 -5.593
C 7.351 2.996 -3.996
C 6.248 1.946 -4.183
Br 6.457 0.642 -2.738
H 7.212 3.628 -3.119
H 8.314 2.498 -3.881
H 6.345 1.489 -5.168
H 5.254 2.392 -4.214
Br 1.064 -0.429 -0.290
C 2.051 1.291 0.289
C 1.221 2.244 1.110
Br 2.199 4.018 0.990
H 2.200 1.902 -0.601
H 3.007 1.056 0.757
H 1.097 2.030 2.171
H 0.322 2.618 0.620
Br -1.228 -1.909 4.588
C -3.040 -1.117 4.424
C -4.119 -2.182 4.228
Br -4.121 -3.509 5.691
H -3.022 -0.438 3.572
H -3.222 -0.751 5.434
H -4.020 -2.727 3.290
H -5.134 -1.787 4.265
*
```

Löwdin atomic charge list, values in e, 5 entries: C -0.05; C -0.17; O 0.01; C -0.59; O 0.10



No. 2
ORCA calculation (wB97M-V/def2-TZVPD) on a molecular structure, C30H63BeBrCl2FN4O7 in a non-equilibrium geometry.

Geometry as ORCA input:
```
! RIJCOSX wB97M-V def2-TZVPD def2/J DEFGRID3
* xyz -1 1
C 2.315 5.832 1.921
C 0.977 5.529 2.811
C -0.161 5.049 1.766
O -0.751 3.740 2.039
C -2.175 3.878 2.016
C -2.833 3.693 0.561
N -2.267 4.730 -0.396
C -2.715 4.455 -1.781
N -3.520 5.282 -2.510
N -2.267 3.193 -2.434
C -1.131 3.374 -3.422
C 0.236 4.122 -2.916
C 1.554 3.096 -3.108
C 2.463 2.802 -1.739
C 3.576 1.695 -2.261
C 5.141 1.894 -1.802
C 5.639 0.925 -0.572
C 7.287 1.106 -0.503
O 7.987 -0.110 -0.065
C 7.444 -0.611 1.175
C 6.571 -2.012 1.086
O 7.636 -0.058 2.362
C -1.862 2.138 -1.446
C -2.757 2.158 -0.061
C -4.325 1.812 -0.464
C -5.222 1.323 0.798
C -6.511 2.303 1.107
F -6.028 3.338 2.025
O -2.210 1.270 0.956
C -2.033 -0.095 0.473
C -0.457 -0.465 0.219
N -0.160 -0.901 -1.187
C -0.798 -2.216 -1.541
C 0.139 -3.522 -1.243
C -0.711 -4.814 -1.824
O 0.253 -3.738 0.197
H 3.124 6.442 2.493
H 2.678 4.806 1.531
H 1.934 6.438 0.982
H 0.664 6.476 3.434
H 1.173 4.652 3.570
H 0.391 4.946 0.730
H -0.928 5.907 1.641
H -2.497 4.949 2.388
H -2.733 3.140 2.743
H -3.973 3.962 0.686
H -2.548 5.694 -0.134
H -3.426 6.318 -2.481
H -4.190 4.804 -3.165
H -0.789 2.345 -3.877
H -1.585 3.978 -4.310
H 0.378 5.077 -3.587
H 0.244 4.489 -1.819
H 2.215 3.575 -3.933
H 1.140 2.051 -3.400
H 1.817 2.276 -0.910
H 2.948 3.758 -1.286
H 3.538 1.769 -3.434
H 3.237 0.636 -1.941
H 5.787 1.583 -2.736
H 5.415 2.988 -1.500
H 5.245 1.273 0.493
H 5.324 -0.187 -0.688
H 7.513 1.985 0.209
H 7.640 1.453 -1.567
H 5.503 -1.783 1.469
H 6.511 -2.281 -0.045
H 7.030 -2.854 1.732
H -0.748 2.202 -1.110
H -1.955 1.104 -2.002
H -4.292 0.937 -1.242
H -4.758 2.791 -0.923
H -4.654 1.226 1.800
H -5.684 0.292 0.507
H -7.278 1.632 1.689
H -6.918 2.699 0.099
H -2.417 -0.874 1.274
H -2.592 -0.350 -0.508
H 0.139 0.536 0.386
H -0.048 -1.204 1.028
H 0.872 -0.944 -1.362
H -1.815 -2.416 -1.027
H -1.007 -2.193 -2.699
H 1.159 -3.394 -1.788
H -0.039 -5.749 -1.974
H -1.574 -5.015 -1.050
H -1.237 -4.454 -2.801
H 1.143 -3.475 0.549
C -1.299 -8.907 1.995
C -1.543 -8.803 0.498
C -0.265 -8.459 -0.250
O -2.523 -7.796 0.247
H -0.940 -7.955 2.400
H -2.230 -9.143 2.521
H -0.563 -9.684 2.221
H -1.945 -9.750 0.124
H 0.131 -7.491 0.076
H -0.458 -8.375 -1.325
H 0.503 -9.221 -0.091
H -2.175 -6.953 0.575
Cl 4.564 7.405 2.870
Be -4.230 -1.695 0.956
Br 5.929 -0.790 3.405
C -4.442 -9.797 4.003
O -3.179 -10.092 4.293
H -4.689 -8.729 3.842
H -4.870 -10.249 3.086
H -5.212 -10.076 4.749
Cl 6.033 2.344 1.438
*
```

Löwdin atomic charge list, values in e, 5 entries: C -0.23; C -0.21; C -0.25; O -0.15; C -0.18



No. 3
ORCA calculation (wB97M-V/def2-TZVPD) on 5 unconnected molecules or ions with the total composition C30H65FN4O7 in a non-equilibrium geometry.

Values from the calculation:
SMILES = CCCCCCCCC1=C(CCF)C(=O)OC1=O.COC[C@@H](C)N.COC[C@@H](C)N.COC[C@@H](C)N.COC[C@@H](C)N

Geometry as ORCA input:
```
! RIJCOSX wB97M-V def2-TZVPD def2/J DEFGRID3
* xyz 0 1
C 9.357 0.553 -4.893
C 9.235 2.148 -4.493
C 8.039 2.937 -5.348
C 6.988 3.735 -4.369
C 5.491 3.012 -4.292
C 4.277 3.985 -4.862
C 2.853 3.234 -4.408
C 1.562 4.103 -4.875
C 0.378 3.293 -5.671
C -0.776 2.583 -5.056
C -1.227 2.376 -3.492
C -1.479 0.778 -3.087
F -0.149 0.102 -2.878
C -1.722 2.004 -6.270
O -2.573 0.978 -6.328
O -1.358 2.955 -7.376
C 0.135 2.995 -7.274
O 1.000 2.864 -8.292
H 9.060 -0.181 -4.009
H 10.490 0.381 -5.223
H 8.704 0.241 -5.826
H 9.061 2.184 -3.328
H 10.225 2.765 -4.692
H 7.446 2.071 -5.904
H 8.509 3.707 -6.122
H 6.915 4.849 -4.750
H 7.468 3.786 -3.291
H 5.473 1.995 -4.912
H 5.210 2.763 -3.161
H 4.349 4.111 -6.027
H 4.397 5.051 -4.375
H 2.863 3.250 -3.216
H 2.845 2.113 -4.745
H 1.950 4.959 -5.609
H 1.072 4.643 -3.949
H -0.458 2.819 -2.707
H -2.256 2.911 -3.297
H -2.116 0.190 -3.873
H -2.010 0.763 -2.025
C -4.807 -1.203 -1.917
O -4.424 0.082 -1.451
C -5.495 0.851 -0.894
C -5.831 0.502 0.574
C -6.620 -0.796 0.727
N -4.618 0.424 1.401
H -5.816 -1.206 -2.339
H -4.727 -1.932 -1.110
H -4.105 -1.503 -2.700
H -5.153 1.893 -0.923
H -6.383 0.800 -1.535
H -6.461 1.310 0.966
H -5.997 -1.686 0.605
H -7.063 -0.855 1.728
H -7.437 -0.847 -0.001
H -4.145 1.328 1.374
H -3.965 -0.204 0.924
C -7.351 0.538 6.750
O -7.041 0.418 5.370
C -5.775 0.974 5.000
C -4.568 0.047 5.275
C -4.166 -0.010 6.747
N -4.818 -1.321 4.795
H -6.967 1.468 7.181
H -6.968 -0.325 7.296
H -8.440 0.534 6.854
H -5.833 1.138 3.916
H -5.637 1.962 5.455
H -3.712 0.453 4.723
H -4.842 -0.627 7.346
H -3.165 -0.446 6.850
H -4.138 0.993 7.185
H -4.990 -1.287 3.790
H -5.717 -1.619 5.184
C 6.126 -2.240 -3.353
O 6.510 -0.954 -2.887
C 5.439 -0.185 -2.330
C 5.103 -0.534 -0.861
C 4.313 -1.832 -0.709
N 6.316 -0.613 -0.034
H 5.117 -2.243 -3.775
H 6.207 -2.969 -2.545
H 6.829 -2.539 -4.136
H 5.781 0.857 -2.359
H 4.551 -0.236 -2.971
H 4.472 0.274 -0.470
H 4.936 -2.722 -0.831
H 3.871 -1.891 0.293
H 3.497 -1.883 -1.436
H 6.788 0.292 -0.062
H 6.968 -1.241 -0.511
C -4.217 -5.171 5.741
O -4.219 -4.862 7.126
C -3.076 -5.344 7.840
C -1.825 -4.442 7.718
C -1.105 -4.575 6.378
N -2.156 -3.027 7.943
H -3.759 -6.143 5.534
H -3.710 -4.382 5.183
H -5.255 -5.199 5.398
H -3.376 -5.363 8.895
H -2.854 -6.381 7.563
H -1.118 -4.757 8.496
H -1.622 -4.055 5.568
H -0.100 -4.141 6.443
H -0.995 -5.627 6.095
H -2.548 -2.929 8.881
H -2.942 -2.797 7.329
*
```

Löwdin atomic charge list, values in e, 5 entries: C -0.15; C -0.25; C -0.21; C -0.21; C -0.22



No. 4
ORCA calculation (wB97M-V/def2-TZVPD) on a molecular structure, C30H67N2O36S8 in a non-equilibrium geometry.

Geometry as ORCA input:
```
! RIJCOSX wB97M-V def2-TZVPD def2/J DEFGRID3
* xyz 1 1
C -0.777 1.272 1.619
C 0.159 0.277 1.053
N -0.239 -0.338 -0.154
C 0.158 -0.070 -1.424
C -0.458 -0.914 -2.299
N -1.317 -1.719 -1.487
C -1.150 -1.278 -0.218
C -2.187 -2.739 -2.062
H -0.697 2.149 0.964
H -0.466 1.527 2.647
H -1.737 0.755 1.671
H 0.284 -0.420 1.809
H 1.170 0.687 0.896
H 1.045 0.538 -1.568
H -0.400 -1.064 -3.346
H -1.878 -1.612 0.587
H -1.627 -3.489 -2.602
H -2.950 -2.309 -2.718
H -2.665 -3.286 -1.256
C 2.867 2.885 1.631
C 2.980 3.405 0.213
O 1.820 3.143 -0.653
H 2.294 1.961 1.804
H 2.321 3.611 2.190
H 3.854 2.775 2.110
H 3.890 3.038 -0.280
H 3.036 4.514 0.335
H 1.071 3.726 -0.510
C -0.350 6.568 1.758
C -0.985 5.384 1.032
O -0.015 5.060 0.032
H -1.135 6.864 2.518
H -0.085 7.228 0.938
H 0.530 6.208 2.281
H -1.912 5.599 0.564
H -1.160 4.468 1.598
H -0.215 5.569 -0.720
C 1.943 1.465 5.455
C 0.588 1.126 6.070
O -0.261 0.721 4.965
H 2.618 1.960 6.192
H 1.796 2.159 4.638
H 2.352 0.608 5.102
H 0.114 2.009 6.561
H 0.614 0.290 6.776
H -0.361 -0.224 4.892
C 0.301 -6.611 1.776
C 0.282 -5.719 0.595
O 0.466 -4.362 1.017
H -0.409 -6.226 2.500
H 1.325 -6.639 2.192
H 0.014 -7.613 1.572
H -0.584 -5.858 -0.095
H 1.205 -6.096 0.085
H -0.103 -4.159 1.758
C 2.010 -3.185 6.154
C 1.912 -4.020 4.890
O 0.547 -4.515 4.897
S -0.315 -3.275 5.172
O -1.560 -3.578 5.728
O -0.220 -2.406 4.030
O 0.692 -2.759 6.378
H 2.622 -2.289 5.967
H 2.448 -3.624 7.074
H 2.563 -4.859 4.854
H 2.077 -3.328 4.028
C -3.194 1.700 3.525
C -3.725 2.586 4.601
O -4.738 3.371 3.931
S -4.237 3.803 2.483
O -3.637 5.094 2.489
O -5.239 3.438 1.551
O -3.063 2.664 2.437
H -3.876 1.003 3.157
H -2.179 1.390 3.702
H -2.913 3.181 4.985
H -4.239 1.952 5.357
C 0.788 1.106 -7.258
C -0.363 0.265 -6.656
O -0.826 1.040 -5.425
S 0.124 2.367 -5.223
O 1.156 2.090 -4.251
O -0.809 3.408 -5.115
O 0.770 2.396 -6.698
H 0.600 1.138 -8.362
H 1.749 0.551 -7.037
H -0.004 -0.635 -6.241
H -1.272 0.099 -7.229
C -6.700 0.883 0.471
C -7.137 0.063 1.676
O -5.832 -0.345 2.251
S -5.020 -0.856 1.052
O -5.612 -2.037 0.493
O -3.612 -0.880 1.442
O -5.402 0.374 0.125
H -6.644 1.957 0.704
H -7.359 0.673 -0.355
H -7.748 -0.855 1.430
H -7.634 0.702 2.416
C 2.473 -5.991 -4.719
C 2.358 -5.320 -6.068
O 1.062 -4.580 -6.048
S 0.856 -4.255 -4.496
O -0.542 -3.934 -4.330
O 1.807 -3.317 -3.975
O 1.307 -5.647 -4.000
H 3.251 -5.711 -4.019
H 2.480 -7.087 -4.734
H 2.219 -6.093 -6.889
H 3.112 -4.569 -6.234
C -2.860 3.896 -2.445
C -4.328 3.845 -1.943
O -4.606 2.463 -1.607
S -3.239 1.524 -1.778
O -3.637 0.349 -2.419
O -2.424 1.490 -0.571
O -2.605 2.554 -2.833
H -2.165 4.282 -1.640
H -2.659 4.477 -3.330
H -5.025 4.136 -2.728
H -4.523 4.456 -1.085
C 4.267 1.831 -3.163
C 5.690 1.429 -3.719
O 5.282 0.411 -4.618
S 4.225 -0.570 -3.989
O 4.946 -1.602 -3.302
O 3.339 -1.013 -5.008
O 3.656 0.566 -3.019
H 3.739 2.395 -3.940
H 4.152 2.398 -2.211
H 6.409 0.927 -3.098
H 6.227 2.129 -4.314
C 3.849 -2.272 -0.208
C 4.287 -0.865 -0.078
O 4.705 -0.708 1.245
S 4.363 -1.919 2.206
O 3.514 -1.485 3.253
O 5.553 -2.617 2.548
O 3.485 -2.701 1.109
H 4.633 -2.899 -0.653
H 2.923 -2.304 -0.816
H 3.419 -0.154 -0.198
H 5.100 -0.599 -0.742
*
```

Löwdin atomic charge list, values in e, 5 entries: C -0.07; C -0.19; N -0.03; C -0.01; C 0.04



Across the entries above, HOMO takes the values -9.35, -3.02, -9.06, -11.82 eV, respectively.